[1]
Entry from the OMol25 dataset: C47H51GeN5OPtS as an isolated structure (ωB97M-V/def2-TZVPD).

Properties
<S²>	0.7556
frontier orbital gap (alpha / beta)	6.82 / 6.67	eV
total charge	+1
maximum force	1.4	eV Å⁻¹
multiplicity	2

Cartesian coordinates (Å):
Pt -0.316 1.014 -0.072
C 1.334 -3.426 3.082
C 1.160 -2.855 4.465
C 1.933 -3.322 5.526
C 1.784 -2.817 6.809
C 0.844 -1.827 7.061
C 0.069 -1.344 6.020
C 0.228 -1.846 4.732
N -0.599 -1.324 3.686
C -0.172 -0.487 2.692
N 1.136 -0.135 2.774
C 1.994 0.503 1.851
C 1.585 0.999 0.615
C 2.515 1.597 -0.220
C 3.845 1.696 0.159
C 4.240 1.215 1.400
C 3.329 0.629 2.267
C 3.768 0.151 3.629
N -0.981 0.000 1.804
C -2.296 -0.539 1.685
C -2.473 -1.811 1.146
C -3.737 -2.365 1.035
C -4.842 -1.637 1.460
C -4.664 -0.370 1.992
C -3.398 0.199 2.125
C -3.220 1.547 2.773
H 1.676 -4.460 3.139
H 2.072 -2.860 2.506
H 0.395 -3.396 2.527
H 2.654 -4.111 5.341
H 2.394 -3.204 7.616
H 0.715 -1.433 8.061
H -0.671 -0.571 6.196
H -1.598 -1.427 3.773
H 1.604 -0.517 3.579
H 2.206 1.989 -1.185
H 4.566 2.158 -0.505
H 5.277 1.297 1.703
H 4.798 0.452 3.815
H 3.728 -0.941 3.719
H 3.155 0.577 4.430
H -1.594 -2.344 0.808
H -3.862 -3.359 0.623
H -5.837 -2.056 1.380
H -5.526 0.197 2.330
H -4.182 2.043 2.903
H -2.573 2.185 2.173
H -2.757 1.445 3.759
C -3.584 0.895 -2.041
Ge -1.633 0.970 -2.208
C -1.275 2.685 -3.146
C -0.220 3.532 -2.799
C 0.013 4.719 -3.482
C -0.811 5.081 -4.540
C -1.853 4.246 -4.916
C -2.083 3.062 -4.222
C -1.117 -0.372 -3.536
C -2.051 -1.274 -3.973
C -1.740 -2.240 -4.966
C -0.486 -2.300 -5.495
C 0.518 -1.389 -5.069
C 1.838 -1.442 -5.594
C 2.798 -0.566 -5.172
C 2.482 0.412 -4.199
C 1.223 0.478 -3.677
C 0.200 -0.417 -4.089
H -4.024 1.028 -3.033
H -3.936 1.699 -1.392
H -3.923 -0.055 -1.623
H 0.426 3.268 -1.968
H 0.830 5.365 -3.183
H -0.641 6.011 -5.069
H -2.489 4.516 -5.751
H -2.902 2.421 -4.534
H -3.055 -1.259 -3.563
H -2.508 -2.929 -5.300
H -0.236 -3.042 -6.246
H 2.069 -2.191 -6.344
H 3.799 -0.614 -5.582
H 3.246 1.107 -3.870
H 0.989 1.216 -2.923
C 0.460 3.242 2.736
C -0.424 3.681 1.627
N -0.857 2.975 0.595
C -1.705 3.792 -0.143
C -1.780 4.999 0.455
N -0.966 4.910 1.567
H 0.675 2.188 2.633
H -0.025 3.410 3.700
H 1.405 3.790 2.729
H -2.178 3.456 -1.046
H -2.331 5.889 0.202
H -0.796 5.647 2.229
O 0.143 -1.129 -0.803
S 1.234 -2.119 -0.398
C 0.507 -3.756 -0.656
C 0.752 -4.122 -2.115
C 2.197 -3.710 -2.385
C 2.334 -2.293 -1.835
H -0.542 -3.712 -0.366
H 1.045 -4.424 0.023
H 0.066 -3.569 -2.762
H 0.595 -5.188 -2.283
H 2.438 -3.729 -3.447
H 2.880 -4.391 -1.871
H 1.954 -1.548 -2.533
H 3.346 -2.020 -1.537



[2]
Entry from the OMol25 dataset: a 2-piece molecular cluster, CH2O6P2 overall (ωB97M-V/def2-TZVPD).

Properties
frontier orbital gap	8.18	eV
total charge	-2
maximum force	3.0	eV Å⁻¹

Cartesian coordinates (Å):
C 0.027 -1.214 -0.626
O -1.511 -1.767 -2.925
O 2.180 3.204 3.046
O -1.116 0.649 -1.953
O 2.797 0.941 3.822
O -2.653 -1.199 -0.692
O 0.845 -2.113 -0.688
P -1.485 -1.107 -1.606
P 1.986 1.721 2.797
H 0.041 -0.112 -0.098
H -1.111 0.997 -1.077



[3]
Entry from the OMol25 dataset: a 2-piece molecular cluster, C4H10O2 overall (ωB97M-V/def2-TZVPD).

Properties
SMILES string	C/C=C(/C)O.O
frontier orbital gap	9.29	eV
total charge	0
maximum force	4.2	eV Å⁻¹

Cartesian coordinates (Å):
C -1.053 0.553 -2.280
C -1.473 0.931 -0.843
C -0.703 0.992 0.276
C -1.287 1.545 1.656
O 0.605 0.519 0.357
H -1.875 0.688 -2.956
H -0.702 -0.644 -2.308
H -0.085 1.048 -2.727
H -2.248 1.716 -0.819
H -0.646 1.157 2.457
H -2.215 1.079 1.527
H -1.502 2.646 1.679
H 0.649 -0.342 0.023
O 4.062 -4.058 0.918
H 4.392 -3.241 1.287
H 4.082 -4.590 1.756



[4]
Entry from the OMol25 dataset: a 7-piece molecular cluster, C20H33Br2N3O7 overall (ωB97M-V/def2-TZVPD).

Properties
frontier orbital gap	3.03	eV
total charge	-2
maximum force	2.3	eV Å⁻¹

Cartesian coordinates (Å):
N 0.993 1.040 -0.205
H 1.439 1.701 -0.912
H 0.033 1.319 -0.029
H 1.516 1.139 0.742
H 1.075 0.076 -0.495
C 1.764 -0.272 3.504
C 2.813 0.745 3.008
O 2.310 1.538 2.022
H 1.512 -1.008 2.735
H 0.815 0.218 3.756
H 2.079 -0.800 4.419
H 3.630 0.092 2.617
H 3.248 1.269 3.881
C -3.850 5.005 -0.994
C -3.111 4.848 0.363
O -2.128 5.770 0.511
H -4.732 4.336 -1.042
H -3.223 4.585 -1.792
H -4.103 6.028 -1.267
H -2.682 3.820 0.387
H -3.907 5.065 1.122
C 2.051 1.708 -3.895
C 2.993 1.853 -2.704
O 2.503 2.737 -1.775
H 2.329 0.903 -4.600
H 1.999 2.641 -4.463
H 1.025 1.488 -3.583
H 3.979 2.202 -3.082
H 3.165 0.832 -2.276
Br -1.183 -0.935 -1.495
C -1.773 -2.650 -0.759
C -2.556 -3.348 -1.844
Br -2.715 -5.282 -1.532
H -2.395 -2.338 0.072
H -0.868 -3.169 -0.460
H -2.340 -3.162 -2.891
H -3.563 -2.923 -1.790
C -2.685 3.567 5.392
C -2.055 3.858 4.186
C -1.931 2.842 3.259
C -2.425 1.564 3.448
C -2.975 1.260 4.698
C -3.150 2.270 5.623
N -2.468 0.570 2.388
O -2.965 -0.514 2.659
O -1.953 0.810 1.316
H -2.867 4.338 6.128
H -1.827 4.897 4.001
H -1.415 3.032 2.321
H -3.499 0.323 4.829
H -3.720 2.060 6.521
C 2.723 -6.357 -4.147
C 1.757 -5.377 -4.299
C 1.690 -4.306 -3.417
C 2.685 -4.168 -2.453
C 3.649 -5.147 -2.347
C 3.693 -6.283 -3.146
N 2.705 -2.981 -1.596
O 3.450 -3.020 -0.636
O 1.928 -2.090 -1.851
H 2.642 -7.241 -4.770
H 0.970 -5.442 -5.039
H 1.020 -3.489 -3.652
H 4.524 -4.940 -1.738
H 4.356 -7.105 -2.931



[5]
Entry from the OMol25 dataset: a 2-piece molecular cluster, C4H8N2O2 overall (ωB97M-V/def2-TZVPD).

Properties
frontier orbital gap	6.60	eV
total charge	0
maximum force	2.1	eV Å⁻¹

Cartesian coordinates (Å):
C -0.926 2.220 -0.958
N -1.185 1.551 0.225
C -0.771 0.255 0.444
C -0.539 -0.730 -0.536
N 0.314 -1.779 -0.155
C 1.382 -1.654 0.700
O -0.957 -0.731 -1.703
O -0.943 3.420 -1.031
H -0.764 1.544 -1.806
H -1.435 2.083 1.042
H 1.390 0.502 0.547
H -0.816 -0.028 1.490
H 0.401 -2.340 -0.975
H 1.122 -1.734 1.755
H 2.280 -2.183 0.415
H 1.447 -0.397 0.545



[6]
Entry from the OMol25 dataset: a 5-piece molecular cluster, C26H48O12P2 overall (ωB97M-V/def2-TZVPD).

Properties
SMILES string	CCOP(=O)(CCP(O)CC(C)C)OCC.O=C1CCCO1.O=C1CCCO1.O=C1CCCO1.O=C1CCCO1
frontier orbital gap	8.40	eV
total charge	0
maximum force	1.7	eV Å⁻¹

Cartesian coordinates (Å):
C 1.600 1.018 3.864
C 1.405 2.221 2.966
O 2.362 2.284 1.888
P 1.895 1.750 0.448
O 2.874 2.184 -0.537
C 0.260 2.368 0.020
C -0.933 1.540 0.534
P -2.342 2.705 0.819
O -3.241 2.657 -0.578
C -3.394 1.992 2.150
C -4.057 0.600 1.968
C -3.849 -0.199 3.285
C -3.517 -0.256 0.833
O 1.722 0.157 0.414
C 2.751 -0.617 1.040
C 2.135 -1.901 1.567
H 1.278 1.257 4.868
H 1.063 0.153 3.498
H 2.657 0.789 3.876
H 1.588 3.101 3.572
H 0.383 2.308 2.619
H 0.188 3.416 0.293
H 0.242 2.305 -1.060
H -1.204 0.787 -0.195
H -0.725 1.016 1.458
H -3.909 3.359 -0.522
H -4.180 2.726 2.295
H -2.781 2.036 3.044
H -5.130 0.722 1.883
H -2.903 0.064 3.745
H -3.840 -1.266 3.123
H -4.635 0.102 3.973
H -2.582 -0.722 1.105
H -4.240 -1.038 0.630
H -3.369 0.276 -0.102
H 3.519 -0.892 0.324
H 3.239 -0.085 1.848
H 1.658 -1.754 2.528
H 1.353 -2.162 0.863
H 2.837 -2.725 1.554
O 3.199 -5.655 -0.279
C 4.109 -4.915 -0.509
C 5.589 -5.191 -0.322
C 6.197 -3.792 -0.388
C 5.210 -3.062 -1.289
O 3.933 -3.674 -1.024
H 5.929 -5.826 -1.141
H 5.769 -5.684 0.628
H 7.219 -3.765 -0.761
H 6.192 -3.342 0.607
H 5.440 -3.190 -2.348
H 5.146 -1.999 -1.070
O -2.589 5.601 -4.126
C -1.462 5.274 -3.889
C -0.797 5.167 -2.532
C 0.690 5.102 -2.884
C 0.646 4.450 -4.258
O -0.593 4.895 -4.854
H -1.139 4.249 -2.049
H -1.042 6.027 -1.914
H 1.297 4.548 -2.169
H 1.098 6.111 -2.959
H 0.624 3.362 -4.193
H 1.475 4.751 -4.894
O -1.603 -2.485 2.425
C -1.554 -3.241 3.350
C -0.450 -4.230 3.671
C -1.119 -5.153 4.688
C -2.132 -4.221 5.340
O -2.514 -3.297 4.305
H 0.390 -3.683 4.102
H -0.131 -4.751 2.774
H -0.433 -5.606 5.401
H -1.639 -5.957 4.166
H -1.701 -3.653 6.167
H -3.018 -4.740 5.695
O 0.336 1.012 -4.383
C -0.691 0.816 -4.966
C -1.142 1.443 -6.271
C -2.638 1.135 -6.284
C -2.698 -0.158 -5.481
O -1.624 -0.061 -4.529
H -0.612 0.956 -7.091
H -0.935 2.511 -6.276
H -3.066 1.041 -7.280
H -3.178 1.923 -5.759
H -2.529 -1.041 -6.101
H -3.635 -0.280 -4.945



[7]
Entry from the OMol25 dataset: C5H7N3O as an isolated structure (ωB97M-V/def2-TZVPD).

Properties
frontier orbital gap	9.77	eV
total charge	0
maximum force	10.2	eV Å⁻¹

Cartesian coordinates (Å):
C 0.773 1.711 -0.519
C 0.245 0.119 -0.387
C 1.459 -0.644 -0.362
C -1.620 -0.453 -0.413
C -0.916 0.022 0.503
H 1.512 2.262 -1.179
H 1.170 1.835 0.563
H -0.218 2.386 -0.879
H 1.366 -1.639 -0.389
H 2.467 -0.419 0.177
H 1.777 -0.647 -1.386
H -1.075 -0.587 2.677
N -2.442 -1.473 -0.017
N -2.404 -1.459 1.350
N -1.295 -0.673 1.773
O -0.798 -0.341 -1.510



[8]
Entry from the OMol25 dataset: one molecule with the formula C21H22N4S (ωB97M-V/def2-TZVPD).

Properties
SMILES string	N#CCSc1nnc(Cc2cccc3ccccc23)n1C1CCCCC1
frontier orbital gap	8.72	eV
total charge	0
maximum force	1.2	eV Å⁻¹

Cartesian coordinates (Å):
N 6.345 1.020 1.533
C 5.203 1.023 1.574
C 3.771 1.017 1.622
S 3.133 -0.574 0.964
C 1.451 -0.127 0.967
N 1.017 1.044 1.347
N -0.316 1.042 1.208
C -0.684 -0.117 0.748
C -2.092 -0.504 0.460
C -2.919 0.726 0.187
C -3.889 1.110 1.075
C -4.670 2.252 0.851
C -4.471 3.010 -0.266
C -3.480 2.656 -1.205
C -3.257 3.433 -2.361
C -2.292 3.089 -3.264
C -1.509 1.946 -3.048
C -1.704 1.171 -1.939
C -2.688 1.497 -0.982
N 0.415 -0.929 0.572
C 0.456 -2.295 0.097
C 1.239 -2.399 -1.214
C 1.212 -3.839 -1.719
C 1.795 -4.781 -0.670
C 1.020 -4.669 0.639
C 1.047 -3.232 1.152
H 3.415 1.123 2.648
H 3.351 1.815 1.006
H -2.500 -1.035 1.325
H -2.129 -1.179 -0.399
H -4.060 0.527 1.969
H -5.426 2.525 1.572
H -5.064 3.895 -0.448
H -3.867 4.312 -2.516
H -2.124 3.691 -4.145
H -0.747 1.683 -3.768
H -1.085 0.298 -1.795
H -0.582 -2.593 -0.087
H 2.273 -2.093 -1.043
H 0.804 -1.728 -1.959
H 1.785 -3.910 -2.645
H 0.182 -4.130 -1.940
H 1.758 -5.809 -1.035
H 2.841 -4.523 -0.494
H 1.455 -5.330 1.389
H -0.016 -4.980 0.479
H 2.079 -2.941 1.357
H 0.477 -3.147 2.079



[9]
Entry from the OMol25 dataset: a 2-piece molecular cluster, C4H5NO overall (ωB97M-V/def2-TZVPD).

Properties
SMILES string	O=c1cc1.C=N
frontier orbital gap	10.15	eV
total charge	0
maximum force	0.5	eV Å⁻¹

Cartesian coordinates (Å):
O -1.364 1.240 1.033
C -0.680 0.321 1.421
C -0.067 -0.947 1.241
C 0.180 -0.287 2.380
H 0.169 -1.828 0.664
H 0.762 -0.310 3.291
C 0.240 0.051 -2.239
N 0.537 0.749 -1.225
H 0.756 -0.903 -2.381
H -0.502 0.319 -3.003
H -0.032 1.597 -1.182



[10]
Entry from the OMol25 dataset: one molecule with the formula C2H4Si (ωB97M-V/def2-TZVPD).

Properties
SMILES string	C#C[SiH3]
frontier orbital gap	11.07	eV
total charge	0
maximum force	8.4	eV Å⁻¹

Cartesian coordinates (Å):
C 1.455 -0.367 1.773
C 0.683 -0.256 0.790
Si -0.404 0.144 -0.610
H 2.120 -0.514 2.493
H -0.845 1.427 -0.234
H -1.698 -0.436 -0.177
H 0.221 -0.385 -1.878



[11]
Entry from the OMol25 dataset: a 2-piece molecular cluster, C6H13N3 overall (ωB97M-V/def2-TZVPD).

Properties
SMILES string	[H]/N=C(\N)C(=C)C.C=CN
frontier orbital gap	8.85	eV
total charge	0
maximum force	3.9	eV Å⁻¹

Cartesian coordinates (Å):
H -0.038 2.749 -0.633
N 0.105 1.748 -0.536
C -0.911 1.096 -0.135
N -2.094 1.719 0.203
C -1.202 -0.520 -0.583
C -2.215 -1.199 -0.052
C -0.429 -1.023 -1.756
H -2.956 1.248 -0.022
H -2.161 2.717 0.079
H -2.603 -2.113 -0.482
H -2.807 -0.831 0.777
H -0.873 -1.934 -2.161
H 0.584 -1.255 -1.425
H -0.355 -0.276 -2.547
C 3.251 -0.810 1.280
C 2.173 -0.365 0.626
N 1.041 0.178 1.267
H 3.225 -1.085 2.324
H 4.179 -0.989 0.765
H 2.273 -0.048 -0.405
H 0.874 -0.201 2.191
H 0.939 1.194 1.223



[12]
Entry from the OMol25 dataset: one molecule with the formula C3H3NO2S (ωB97M-V/def2-TZVPD).

Properties
SMILES string	C=NOC(=S)C=O
frontier orbital gap	8.13	eV
total charge	0
maximum force	4.3	eV Å⁻¹

Cartesian coordinates (Å):
C 0.042 0.772 -2.128
N 0.155 -0.087 -1.092
O -0.380 0.696 0.041
C -0.463 0.142 1.266
S -0.860 1.130 2.617
C 0.220 -1.286 1.451
O -0.010 -2.235 2.129
H -0.475 1.816 -1.720
H 0.620 0.512 -3.200
H 1.150 -1.459 0.636



[13]
Entry from the OMol25 dataset: C23H20BrClN7PbS3 as an isolated structure (ωB97M-V/def2-TZVPD).

Properties
frontier orbital gap	6.44	eV
total charge	-1
maximum force	0.5	eV Å⁻¹

Cartesian coordinates (Å):
Pb -0.510 -0.529 1.147
C 2.184 5.434 0.908
C 2.898 4.139 0.979
N 4.174 3.983 1.096
N 4.353 2.626 1.132
C 3.202 1.922 1.056
S 2.972 0.290 1.100
N 2.260 2.922 0.943
N 0.896 2.754 0.786
H 2.913 6.240 0.911
H 1.516 5.538 1.763
H 1.579 5.477 0.003
H 5.269 2.229 1.223
H 0.738 2.098 0.024
H 0.517 2.303 1.615
S 0.542 -1.640 4.210
C 0.887 -2.727 2.993
N 0.767 -2.541 1.680
C 1.128 -3.642 0.934
C 1.116 -3.725 -0.458
C 1.480 -4.913 -1.067
C 1.851 -6.024 -0.314
C 1.882 -5.955 1.072
C 1.533 -4.761 1.681
S 1.485 -4.368 3.375
H 0.818 -2.855 -1.030
H 1.470 -4.982 -2.148
H 2.113 -6.953 -0.806
H 2.163 -6.814 1.669
N -0.087 -0.039 -6.642
C -0.126 -0.124 -5.494
C -0.178 -0.236 -4.073
C -1.382 -0.546 -3.437
C -1.417 -0.662 -2.057
C -0.282 -0.497 -1.249
C 0.908 -0.193 -1.927
C 0.974 -0.060 -3.305
H -2.274 -0.689 -4.034
H -2.369 -0.904 -1.591
H 1.826 -0.073 -1.362
H 1.909 0.183 -3.796
Cl -3.961 -1.164 0.734
C -2.383 -2.021 0.989
H -2.301 -2.711 0.148
H -2.535 -2.615 1.890
Br -4.549 3.477 -1.979
C -3.950 2.785 -0.322
C -4.711 2.968 0.819
C -4.212 2.485 2.018
C -2.977 1.856 2.018
N -2.262 1.681 0.914
C -2.735 2.123 -0.244
H -5.669 3.465 0.767
H -4.773 2.597 2.935
H -2.543 1.461 2.931
H -2.137 1.928 -1.126



[14]
Entry from the OMol25 dataset: a 2-piece molecular cluster, C2H4ClO4S overall (ωB97M-V/def2-TZVPD).

Properties
frontier orbital gap	7.72	eV
total charge	-1
maximum force	3.6	eV Å⁻¹

Cartesian coordinates (Å):
C 0.802 -1.040 1.151
C 1.063 0.277 1.633
O -0.297 -0.817 -1.379
O -2.579 0.539 -1.632
O -0.484 1.377 -2.513
O 0.243 1.050 2.064
S -0.869 0.604 -1.329
Cl 2.749 0.886 1.522
H 0.346 -1.713 1.946
H 0.075 -1.019 0.248
H 1.696 -1.419 0.621
H -2.745 1.276 -2.334